No. 1
Entry from the Open Molecules 2025 dataset: the molecule C3H8N2O2 at a distorted geometry (ωB97M-V/def2-TZVPD).

Kohn-Sham gap (alpha / beta): 7.4141 / 7.4103 eV
HOMO (alpha / beta): -8.3 / -8.3 eV
Spin multiplicity: 1
ΔE to the lowest compared entry with this formula, charge and spin: 4.559 eV
Strongest force on any atom: 3.27 eV Å⁻¹
DFT total energy: -378.97346 Ha

Cartesian coordinates (Å):
C  0.04896  -0.77743  1.79063
C  0.58603  -0.49400  0.39238
O  1.25782  -1.64965  -0.04557
O  1.28496  0.60911  0.24357
H  1.95939  -1.31423  -0.62469
H  0.89230  -0.82554  2.47977
H  -0.61644  0.02987  2.09908
H  -0.48516  -1.73033  1.81201
N  -0.55177  1.91226  -1.49702
C  -0.84108  -0.18758  -0.67850
N  -0.90361  1.19971  -0.48824
H  0.10962  1.52909  -2.17508
H  -0.44086  2.90296  -1.30436
H  -0.55833  -0.51494  -1.68619
H  -1.74183  -0.68929  -0.31778

---

No. 2
Entry from the Open Molecules 2025 dataset: a structure of composition C6H5NO at a distorted geometry (ωB97M-V/def2-TZVPD).

Kohn-Sham gap: 9.3722 eV
HOMO: -8.9 eV
Spin multiplicity: 1
ΔE to the lowest compared entry with this formula, charge and spin: 2.379 eV
Strongest force on any atom: 5.85 eV Å⁻¹
DFT total energy: -361.49681 Ha

Cartesian coordinates (Å):
C  1.40429  -0.33601  0.05916
C  1.20508  1.28044  0.11716
C  -1.58759  0.91520  -0.02837
C  -2.22445  -0.26758  -0.05726
C  -1.26890  -1.25107  0.04945
C  -0.04075  -0.55200  0.21305
H  1.70878  1.72008  1.06700
H  1.40636  1.66645  -0.98052
H  -2.07583  1.90375  -0.21126
H  -3.33639  -0.54205  -0.40012
H  -1.46294  -2.35632  0.26558
N  -0.20663  0.76456  -0.04868
O  2.53505  -0.80971  -0.18989